A 3-piece molecular cluster, C31H37FIN2O8S overall at a distorted geometry, computed with ωB97M-V/def2-TZVPD.

Bonds (Å) are listed after each position.
Cartesian coordinates (Å):
1 C 4.81268 0.69293 0.79719  C2 1.564, H29 1.095, H30 1.092, H31 1.100
2 C 3.97260 0.35536 -0.47836  C1 1.564, C3 1.548, H32 1.102, H33 1.099
3 C 2.84021 1.39394 -0.67024  C2 1.548, C4 1.572, H34 1.099, H35 1.094
4 C 1.66376 1.10068 0.32963  C3 1.572, N5 1.477, H36 1.099, H37 1.096
5 N 0.52870 0.59139 -0.46718  C4 1.477, C6 1.502, H38 1.019
6 C -0.72628 0.39475 0.33518  N5 1.502, C7 1.540, O13 1.425, C21 1.567
7 C -1.60650 1.61453 0.00357  C6 1.540, C8 1.393, C12 1.380
8 C -1.49099 2.72571 0.83614  C7 1.393, C9 1.373, H39 1.085
9 C -2.23765 3.85407 0.60331  C8 1.373, C10 1.384, H40 1.090
10 C -3.11596 3.95806 -0.46126  C9 1.384, C11 1.377, H41 1.086
11 C -3.21471 2.87162 -1.30141  C10 1.377, C12 1.378, H42 1.088
12 C -2.46951 1.73623 -1.06621  C7 1.380, C11 1.378, H43 1.086
13 O -0.33212 0.51478 1.69910  C6 1.425, C14 1.383
14 C -0.63569 -0.48841 2.60209  O13 1.383, S15 1.862, C19 1.543, H44 1.098
15 S -2.10376 0.00678 3.63421  C14 1.862, O16 1.425, O17 1.418, F18 1.573
16 O -2.74602 -1.14470 4.17360  S15 1.425
17 O -1.57325 0.86814 4.62758  S15 1.418
18 F -3.05303 0.89009 2.74284  S15 1.573
19 C -0.74663 -1.93153 2.06845  C14 1.543, N20 1.499, H45 1.096, H46 1.094
20 N -0.45865 -2.00819 0.59978  C19 1.499, C21 1.503, H47 1.023, H48 1.033
21 C -1.31264 -0.99063 -0.10305  C6 1.567, N20 1.503, C22 1.542, C25 1.580
22 C -2.81228 -1.18884 0.19564  C21 1.542, C23 1.576, H49 1.096, H50 1.091
23 C -3.29638 -2.67987 0.03145  C22 1.576, C24 1.568, H51 1.098, H52 1.100
24 C -3.96058 -3.25206 1.33099  C23 1.568, H53 1.096, H54 1.096, H55 1.092
25 C -1.18893 -1.20031 -1.66397  C21 1.580, C26 1.543, H56 1.091, H57 1.098
26 C -0.00579 -2.07282 -2.13313  C25 1.543, O27 1.205, I28 2.177
27 O -0.03418 -3.27452 -2.05002  C26 1.205
28 I 1.78591 -1.24457 -3.05097  C26 2.177
29 H 5.77084 1.12440 0.49034  C1 1.095
30 H 4.92413 -0.15690 1.47420  C1 1.092
31 H 4.28381 1.49684 1.32980  C1 1.100
32 H 3.56296 -0.66079 -0.36203  C2 1.102
33 H 4.61761 0.30565 -1.36666  C2 1.099
34 H 3.28145 2.35976 -0.38724  C3 1.099
35 H 2.49723 1.45984 -1.70703  C3 1.094
36 H 1.47252 2.06312 0.82439  C4 1.099
37 H 2.07894 0.35556 1.01733  C4 1.096
38 H 0.33664 1.31229 -1.16081  N5 1.019
39 H -0.82283 2.76621 1.69062  C8 1.085
40 H -2.14784 4.69665 1.28844  C9 1.090
41 H -3.72819 4.83877 -0.63384  C10 1.086
42 H -3.89393 2.88422 -2.15148  C11 1.088
43 H -2.62336 0.91400 -1.75924  C12 1.086
44 H 0.17046 -0.48879 3.34710  C14 1.098
45 H 0.01807 -2.54359 2.55958  C19 1.096
46 H -1.70692 -2.35749 2.37220  C19 1.094
47 H -0.64854 -2.96873 0.30308  N20 1.023
48 H 0.54196 -1.77660 0.48916  N20 1.033
49 H -3.10862 -0.88134 1.20459  C22 1.096
50 H -3.43715 -0.60891 -0.48498  C22 1.091
51 H -4.10351 -2.69068 -0.71268  C23 1.098
52 H -2.52325 -3.35026 -0.37120  C23 1.100
53 H -4.36174 -2.42261 1.92455  C24 1.096
54 H -3.18736 -3.78647 1.89409  C24 1.096
55 H -4.78446 -3.91720 1.06303  C24 1.092
56 H -1.12257 -0.25595 -2.20723  C25 1.091
57 H -2.08397 -1.70526 -2.05003  C25 1.098
58 C 0.29243 6.92480 -2.24940  C59 1.331, C64 1.485, H66 1.083
59 C 0.11164 5.65640 -1.89057  C58 1.331, C60 1.481, H67 1.083
60 C 0.41124 4.54499 -2.82229  C59 1.481, O61 1.217, C62 1.481
61 O 0.24323 3.38594 -2.49305  C60 1.217
62 C 0.92111 4.89462 -4.16824  C60 1.481, C63 1.331, H68 1.083
63 C 1.10290 6.16214 -4.52980  C62 1.331, C64 1.485, H69 1.083
64 C 0.80339 7.27866 -3.59789  C58 1.485, C63 1.485, O65 1.210
65 O 0.96976 8.43158 -3.92387  C64 1.210
66 H 0.07900 7.75156 -1.58383  C58 1.083
67 H -0.25941 5.37741 -0.91224  C59 1.083
68 H 1.13410 4.06671 -4.83272  C62 1.083
69 H 1.47382 6.43810 -5.50861  C63 1.083
70 C 2.72431 -6.59396 2.50859  C71 1.332, C76 1.486, H78 1.082
71 C 2.71105 -5.27968 2.72184  C70 1.332, C72 1.477, H79 1.083
72 C 2.23685 -4.34311 1.68220  C71 1.477, O73 1.224, C74 1.476
73 O 2.22531 -3.13446 1.87347  C72 1.224
74 C 1.77242 -4.91097 0.40123  C72 1.476, C75 1.330, H80 1.084
75 C 1.78079 -6.22268 0.18003  C74 1.330, C76 1.487, H81 1.083
76 C 2.26032 -7.17106 1.22025  C70 1.486, C75 1.487, O77 1.208
77 O 2.26783 -8.36274 1.02490  C76 1.208
78 H 3.06908 -7.29811 3.25483  C70 1.082
79 H 3.04461 -4.84000 3.65330  C71 1.083
80 H 1.42693 -4.19765 -0.33860  C74 1.084
81 H 1.44263 -6.65679 -0.75256  C75 1.083

Values from the calculation:
highest occupied orbital energy: -11.77 eV
charge: +1
LUMO energy: -4.28 eV
DFT total energy: -2710.28270 hartree

The net atomic charges from Mulliken, expressed in e, are: -1.1328, -0.4387, -0.9026, -0.2370, 0.5434, 0.6048, 0.3112, -0.6697, -1.1336, -0.5558, -1.2171, 0.0530, -0.6239, -0.0999, 1.4745, -0.6234, -0.6545, -0.1787, -0.9362, -0.2929, 0.7758, -1.0595, -0.6565, -1.2111, -0.7656, -0.6464, -0.5111, 0.1141, 0.3188, 0.3081, 0.3117, 0.0531, 0.4314, 0.4988, 0.2228, 0.0372, 0.3441, 0.4358, 0.4265, 0.4724, 0.4668, 0.4592, 0.2656, 0.6839, 0.3939, 0.2269, 0.7317, 0.6372, 0.1110, 0.7071, 0.5397, 0.3152, 0.3264, 0.3068, 0.3953, 0.5290, 0.7192, -0.4175, -0.1792, 0.1355, -0.3031, -0.3770, -0.3998, 0.2859, -0.5254, 0.4468, 0.4597, 0.4287, 0.4139, -0.4168, -0.4638, 0.5351, -0.5546, -0.3019, -0.4259, 0.2464, -0.4980, 0.4324, 0.4501, 0.5492, 0.4743